Entry 1:
Computed, not measured: a molecular structure, C2H6BrP in a non-equilibrium geometry, with ωB97M-V with the def2-TZVPD basis set.

Each line ends with the Mulliken charge.
Atoms and positions in Å:
C (-0.142, 0.898, 0.660)  -1.420
C (0.134, -0.504, 0.330)  -0.019
P (-0.325, -1.024, -1.479)  -0.001
Br (-0.879, -1.576, 1.591)  -0.144
H (0.320, 1.524, -0.063)  0.420
H (0.380, 1.359, 1.483)  0.357
H (-1.196, 1.028, 0.747)  0.407
H (1.457, -0.918, 0.534)  0.315
H (-0.728, 0.225, -1.694)  0.022
H (0.979, -1.012, -2.110)  0.062

Force components x, y, z for each atom (eV/Å):
C 1.13 1.12 0.04
C 4.41 -3.08 -0.12
P 0.87 -2.01 1.47
Br -0.11 -0.49 0.17
H -0.22 0.62 -1.54
H -0.16 -0.76 1.25
H -0.72 0.52 -0.07
H -4.21 1.56 -0.63
H -0.42 1.99 -1.01
H -0.58 0.52 0.44

Output
Total charge = 0
Kohn-Sham gap = 0.383 Eh

Entry 2:
Computed, not measured: a molecular structure, C2H6Cl2N2O2S in a non-equilibrium geometry, with ωB97M-V with the def2-TZVPD basis set.

Each line ends with the Mulliken charge.
Atoms and positions in Å:
C (-0.002, -0.355, 0.351)  -0.878
C (-0.598, 2.104, 0.739)  -0.851
N (-0.518, 0.922, -0.114)  0.003
N (-3.071, -0.977, 0.095)  -0.208
O (-2.481, 1.982, -1.269)  -0.558
O (-1.459, 0.048, -2.220)  -0.513
S (-1.887, 0.708, -1.044)  1.024
Cl (-4.533, -0.846, -0.815)  -0.020
Cl (-3.285, -0.381, 1.605)  0.010
H (-0.335, -0.280, 1.442)  0.326
H (-0.598, -1.093, -0.071)  0.417
H (1.125, -0.382, 0.204)  0.248
H (-0.985, 2.829, 0.117)  0.351
H (-1.323, 1.919, 1.474)  0.387
H (0.441, 2.449, 1.206)  0.259

Force components x, y, z for each atom (eV/Å):
C 1.01 2.51 3.14
C 3.05 -0.69 1.11
N -0.94 0.21 -1.26
N 1.28 1.28 -2.96
O -1.40 0.48 1.05
O -0.17 -1.82 -0.73
S 1.63 -0.17 -0.19
Cl -0.28 -0.20 -0.04
Cl -0.34 0.69 2.03
H 1.23 -1.00 -0.88
H -0.25 -1.79 -0.98
H -1.57 -0.39 0.20
H -0.41 1.98 -1.00
H -0.68 -0.01 1.67
H -2.18 -1.07 -1.17

Output
Total charge = 0
Kohn-Sham gap (alpha / beta) = 0.284 / 0.275 Eh

Entry 3:
Computed, not measured: a single C2H6Cl2NO3P molecule in a non-equilibrium geometry, with ωB97M-V with the def2-TZVPD basis set.

Each line ends with the Mulliken charge.
Atoms and positions in Å:
C (-0.795, -0.592, 1.421)  -0.873
C (-0.440, -1.597, -0.873)  -0.908
N (-0.267, -0.484, 0.029)  0.118
O (1.977, -0.247, -1.381)  -0.600
O (0.507, 1.737, -0.977)  -0.368
O (-0.742, 4.128, -0.603)  -0.436
P (1.140, 0.353, -0.360)  0.839
Cl (2.107, 1.029, 1.244)  -0.228
Cl (0.479, 3.337, -0.286)  0.554
H (-0.508, 0.355, 1.829)  0.369
H (-1.851, -0.867, 1.106)  0.305
H (-0.350, -1.401, 1.995)  0.254
H (0.162, -1.377, -1.719)  0.377
H (0.107, -2.509, -0.537)  0.333
H (-1.523, -1.866, -0.887)  0.265

Force components x, y, z for each atom (eV/Å):
C -0.51 -0.84 -2.97
C -0.10 -1.83 1.55
N 2.28 0.36 0.84
O 0.56 -0.42 -0.13
O -0.01 0.56 -0.10
O -0.20 -0.49 -0.15
P -2.14 1.01 -0.49
Cl 0.10 -0.14 0.61
Cl 0.66 -0.22 0.26
H -1.01 0.51 0.91
H 0.71 0.90 1.71
H 0.12 -0.19 -0.01
H -0.78 0.17 -1.58
H -0.48 0.23 0.39
H 0.81 0.39 -0.84

Output
Total charge = 0
Kohn-Sham gap = 0.327 Eh

Entry 4:
Computed, not measured: a molecular structure, C2H6Cl2NOP in a non-equilibrium geometry, with ωB97M-V with the def2-TZVPD basis set.

Each line ends with the Mulliken charge.
Atoms and positions in Å:
C (-0.603, -0.972, -1.626)  -0.734
C (-0.748, 0.946, 1.329)  -0.738
N (-0.149, -0.011, -0.700)  -0.353
O (-0.825, -0.195, 0.493)  -0.072
P (2.062, -0.510, -0.276)  0.410
Cl (1.940, -1.181, 1.651)  -0.163
Cl (2.645, 1.494, 0.226)  -0.218
H (-0.073, -0.632, -2.533)  0.346
H (-0.277, -2.050, -1.414)  0.271
H (-1.677, -0.719, -1.866)  0.314
H (-0.503, 1.858, 0.774)  0.338
H (-0.103, 0.860, 2.140)  0.322
H (-1.689, 1.113, 1.802)  0.275

Force components x, y, z for each atom (eV/Å):
C 0.32 -0.71 -1.59
C -0.75 1.08 -1.24
N 2.81 0.98 2.19
O -0.15 -0.34 0.17
P -1.76 1.78 0.16
Cl -0.26 -0.20 -0.39
Cl -0.41 -1.14 -0.58
H -0.09 -0.58 0.01
H -1.22 1.22 -0.24
H 0.84 -1.01 0.59
H 0.06 -0.33 -0.17
H 1.76 -0.60 1.12
H -1.14 -0.13 -0.02

Output
Total charge = 0
Kohn-Sham gap = 0.299 Eh

Entry 5:
Computed, not measured: a single C2H6ClFNOP molecule in a non-equilibrium geometry, with ωB97M-V with the def2-TZVPD basis set.

Each line ends with the Mulliken charge.
Atoms and positions in Å:
C (0.546, 1.476, 0.040)  -0.889
C (0.915, -0.789, -0.471)  -0.554
N (0.008, 0.143, 0.241)  0.128
O (-2.104, -1.347, 1.151)  -0.381
F (-2.181, -0.311, -1.084)  -0.243
P (-1.848, 0.097, 0.471)  0.097
Cl (2.691, -1.008, 0.047)  -0.223
H (1.191, 1.715, 0.943)  0.288
H (1.166, 1.623, -0.784)  0.376
H (-0.358, 2.239, -0.199)  0.331
H (-1.349, -1.590, 1.615)  0.309
H (0.360, -1.704, -0.393)  0.381
H (0.963, -0.543, -1.578)  0.379

Force components x, y, z for each atom (eV/Å):
C -2.90 2.12 1.92
C -0.80 -0.55 -1.33
N 4.34 0.11 -2.53
O -1.01 0.62 -1.39
F 1.57 -0.14 0.15
P -5.89 2.23 0.73
Cl -0.20 0.07 0.18
H -1.06 0.17 -0.68
H 1.24 -0.69 -1.49
H 1.94 -1.57 1.44
H 2.35 -1.42 1.76
H 0.64 -1.04 0.11
H -0.23 0.09 1.14

Output
2S+1 = 3
Total charge = 0
Kohn-Sham gap (alpha / beta) = 0.177 / 0.234 Eh

Entry 6:
Computed, not measured: 2 unconnected molecules or ions with the total composition C2H6ClN in a non-equilibrium geometry, with ωB97M-V with the def2-TZVPD basis set.

Each line ends with the Mulliken charge.
Atoms and positions in Å:
C (0.433, 0.194, 0.264)  -0.718
C (-0.669, 0.960, -0.317)  -0.241
H (1.485, -1.349, -0.619)  0.231
H (-0.397, -1.785, 0.786)  0.277
H (1.478, 0.766, 0.179)  0.317
H (0.593, 0.043, 1.306)  0.386
H (-1.088, 1.859, 0.226)  0.332
H (-0.118, 0.939, -1.412)  0.272
N (0.332, -1.204, -0.367)  -0.613
Cl (-2.049, -0.421, -0.046)  -0.243

Force components x, y, z for each atom (eV/Å):
C 3.68 -0.39 0.92
C -0.14 -1.29 -1.01
H -3.88 -0.73 1.67
H 3.36 1.25 -4.23
H -1.89 -1.11 -1.11
H -1.24 0.21 1.28
H 0.75 -0.88 -1.23
H -3.09 0.74 1.89
N 2.93 -0.20 2.44
Cl -0.49 2.40 -0.64

Output
Total charge = 0
Kohn-Sham gap = 0.360 Eh

Entry 7:
Computed, not measured: a molecular structure, C2H6ClN2 in a non-equilibrium geometry, with ωB97M-V with the def2-TZVPD basis set.

Each line ends with the Mulliken charge.
Atoms and positions in Å:
C (-0.194, 0.559, -1.486)  0.423
C (-0.416, -0.753, 0.670)  -0.483
N (0.713, -0.338, 1.402)  -0.244
N (-0.064, 1.762, -1.668)  -0.349
Cl (0.249, -0.670, -2.474)  -0.024
H (-0.328, -1.682, 0.126)  0.405
H (-1.368, -0.778, 1.201)  0.346
H (-0.721, 0.126, -0.341)  0.149
H (0.607, 0.145, 2.245)  0.239
H (1.564, -0.646, 1.096)  0.233
H (-0.042, 2.275, -0.770)  0.305

Force components x, y, z for each atom (eV/Å):
C -0.45 0.56 0.33
C 2.25 -0.02 2.67
N -5.19 -1.04 -2.38
N 0.45 -0.02 1.71
Cl -0.15 -1.17 -0.59
H 0.49 0.17 -0.68
H 0.02 0.85 -0.04
H 0.56 0.12 -0.92
H -0.04 0.84 1.21
H 2.63 -0.74 -0.59
H -0.58 0.44 -0.72

Output
Total charge = +1
Kohn-Sham gap (alpha / beta) = 0.325 / 0.325 Eh

Entry 8:
Computed, not measured: a gas-phase ion, C2H6ClN2 (charge +1) in a non-equilibrium geometry, with ωB97M-V with the def2-TZVPD basis set.

Each line ends with the Mulliken charge.
Atoms and positions in Å:
C (0.333, 0.730, -0.916)  0.623
C (0.011, -0.879, 1.028)  -1.000
N (0.727, -0.630, -0.188)  -0.227
N (-0.878, 1.154, -0.671)  -0.166
Cl (1.285, 1.197, -2.168)  -0.009
H (-1.096, -0.952, 0.781)  0.372
H (0.277, -1.846, 1.413)  0.337
H (0.382, -0.379, 1.929)  0.354
H (1.716, -0.704, 0.073)  0.304
H (-1.317, 0.629, 0.014)  0.136
H (-1.440, 1.680, -1.295)  0.278

Force components x, y, z for each atom (eV/Å):
C 0.41 -5.00 2.16
C -1.54 -0.95 0.62
N -0.12 4.57 -1.58
N 2.36 -0.05 -0.99
Cl 0.21 0.41 -0.13
H 1.22 0.27 1.05
H -0.05 -1.16 -0.70
H -0.83 1.31 -0.37
H -0.02 0.49 -1.11
H -1.40 -0.75 1.72
H -0.24 0.86 -0.67

Output
Total charge = +1
SMILES = CNC(=[NH2+])Cl
Kohn-Sham gap = 0.374 Eh

Entry 9:
Computed, not measured: 2 unconnected molecules or ions with the total composition C2H6ClN2 in a non-equilibrium geometry, with ωB97M-V with the def2-TZVPD basis set.

Each line ends with the Mulliken charge.
Atoms and positions in Å:
C (-1.470, 0.663, -0.186)  -0.114
C (1.846, -0.623, 0.036)  -0.262
N (-1.264, 1.735, 0.414)  -0.106
N (0.661, -0.670, -0.341)  -0.383
Cl (-0.690, 3.178, -0.394)  0.095
H (-1.404, 0.608, -1.211)  0.315
H (2.160, 0.218, 0.616)  0.238
H (2.632, -1.480, -0.203)  0.223
H (-1.495, -0.215, 0.371)  0.329
H (0.165, -1.551, -0.555)  0.268
H (-1.186, 1.908, 1.496)  0.398

Force components x, y, z for each atom (eV/Å):
C 1.24 -0.73 0.65
C 2.20 -2.78 -0.77
N 1.10 3.98 3.02
N -2.75 0.07 0.78
Cl -0.67 -1.03 0.38
H -0.20 0.09 -2.26
H 0.61 0.77 -0.16
H -1.58 1.64 0.86
H -1.00 -1.26 1.05
H 1.46 0.21 -0.85
H -0.41 -0.96 -2.70

Output
Total charge = +1
Kohn-Sham gap = 0.333 Eh

Entry 10:
Computed, not measured: a molecular structure, C2H6ClN2O4Pd in a non-equilibrium geometry, with ωB97M-V with the def2-TZVPD basis set.

Each line ends with the Mulliken charge.
Atoms and positions in Å:
Pd (-11.589, 11.204, -17.627)  0.662
Cl (-13.772, 11.650, -18.638)  -0.198
C (-16.389, 14.235, -18.457)  -0.587
N (-16.370, 15.768, -18.457)  0.861
O (-15.808, 16.341, -19.412)  -0.001
O (-16.707, 16.377, -17.512)  -0.260
H (-15.364, 13.985, -18.185)  0.297
H (-16.650, 13.772, -19.408)  0.330
H (-17.071, 13.859, -17.694)  0.382
C (-17.232, 9.909, -18.731)  -0.265
N (-18.310, 10.983, -18.597)  0.880
O (-19.308, 10.845, -19.340)  -0.273
O (-18.160, 11.846, -17.856)  -0.437
H (-16.313, 10.493, -18.772)  -0.059
H (-17.348, 9.355, -19.662)  0.347
H (-17.313, 9.201, -17.906)  0.322

Force components x, y, z for each atom (eV/Å):
Pd -0.75 0.06 -0.36
Cl 0.66 -0.16 0.38
C 0.43 -0.27 -0.22
N -1.03 -2.37 2.25
O 0.65 0.91 -1.61
O -0.10 0.56 -0.23
H 0.07 0.01 -0.06
H 0.10 0.68 -0.28
H -0.12 0.82 0.15
C -0.20 -0.16 -0.64
N -0.91 -3.69 -3.02
O 0.93 -0.07 0.58
O 0.45 3.12 2.59
H 0.20 -0.09 0.29
H -0.28 0.24 -0.03
H -0.08 0.41 0.21

Output
2S+1 = 4
Total charge = +2
Kohn-Sham gap (alpha / beta) = 0.327 / 0.103 Eh

Entry 11:
Computed, not measured: a gas-phase ion, C2H6ClN2S (charge +1) in a non-equilibrium geometry, with ωB97M-V with the def2-TZVPD basis set.

Each line ends with the Mulliken charge.
Atoms and positions in Å:
C (-0.140, 0.599, -0.884)  -0.584
C (0.544, -1.013, 0.789)  -0.472
N (-1.512, -0.140, -0.765)  -0.151
N (0.715, 0.380, 0.286)  -0.142
S (-1.007, -1.643, -0.110)  0.125
Cl (-2.543, 0.936, 0.282)  -0.020
H (0.324, 0.221, -1.933)  0.305
H (-0.401, 1.717, -0.944)  0.417
H (1.305, -1.797, 0.580)  0.322
H (0.411, -1.115, 1.833)  0.385
H (1.666, 0.705, -0.094)  0.403
H (0.638, 1.150, 0.957)  0.411

Force components x, y, z for each atom (eV/Å):
C -3.30 0.99 -3.96
C -0.68 -1.93 -0.88
N 2.72 1.39 0.87
N 2.75 0.82 -0.76
S 0.24 0.56 0.32
Cl 0.52 -0.82 -0.21
H -0.76 0.73 2.86
H 0.65 -1.72 -0.10
H 0.10 1.26 -0.55
H -0.31 0.88 1.18
H -0.86 -1.60 0.60
H -1.08 -0.55 0.63

Output
Total charge = +1
SMILES = ClN1C[NH2+]CS1
Kohn-Sham gap = 0.360 Eh

Entry 12:
Computed, not measured: a single C2H6ClN3P2 molecule in a non-equilibrium geometry, with ωB97M-V with the def2-TZVPD basis set.

Each line ends with the Mulliken charge.
Atoms and positions in Å:
C (-0.869, -2.869, 0.651)  -0.181
C (-0.101, 2.138, -0.622)  -0.875
N (0.675, 0.515, 2.035)  -0.588
N (-0.113, -2.193, 1.410)  -0.422
N (-1.437, 0.047, 0.498)  -0.314
P (-0.256, -0.518, 1.361)  0.707
P (-1.288, 1.731, 0.763)  0.232
Cl (-3.017, 2.234, -0.105)  -0.287
H (-1.614, -2.431, -0.010)  0.337
H (-0.774, -3.946, 0.667)  0.268
H (0.311, 1.223, -1.050)  0.266
H (-0.624, 2.704, -1.391)  0.336
H (0.707, 2.743, -0.218)  0.271
H (1.421, 0.133, 2.601)  0.250

Force components x, y, z for each atom (eV/Å):
C -0.13 0.05 -0.05
C -0.18 0.12 0.27
N 0.51 -1.41 0.10
N 0.45 0.35 0.39
N 1.17 -1.04 0.98
P -1.00 0.47 -0.87
P 0.43 0.85 -0.06
Cl -1.56 0.65 -0.90
H -0.04 0.14 -0.07
H 0.02 -0.26 0.03
H -0.05 0.02 -0.01
H 0.04 -0.04 -0.01
H 0.08 0.03 -0.01
H 0.24 0.08 0.21

Output
Total charge = 0
SMILES = C=N[P@@]1(=N)N=[P@@]1(C)Cl
Kohn-Sham gap = 0.268 Eh